Formula: C27H62BFO18S
Source: the Open Molecules 2025 dataset
Level of theory: ωB97M-V/def2-TZVPD

Highest occupied orbital energy in eV: -9.06
Gap between HOMO and LUMO in eV: 9.0

The geometry in ORCA input format:
```
! wB97M-V def2-TZVPD RIJCOSX def2/J DEFGRID3
* xyz 0 1
O -1.06 2.02 -6.54
C 0.08 1.76 -7.01
F 0.48 2.57 -8.12
C 1.05 0.63 -6.41
O 1.05 -0.62 -7.14
S -0.38 -0.87 -8.00
O -1.46 -1.03 -6.95
O -0.34 -2.35 -8.80
C 1.00 -2.72 -9.23
B 1.56 -3.99 -8.33
O 0.65 -5.08 -7.97
O 2.91 -4.10 -7.86
H 2.11 1.09 -6.38
H 0.76 0.45 -5.31
H 0.89 -3.15 -10.30
H 1.75 -1.87 -9.27
H 0.20 -4.75 -7.15
H 2.88 -4.61 -7.02
C -1.35 -0.41 0.06
O -0.69 0.79 0.41
C 0.73 0.67 0.46
C 1.42 1.80 -0.29
O 1.25 1.80 -1.71
C -0.06 2.06 -2.22
C -0.63 3.45 -1.94
O -0.93 3.63 -0.56
C -0.47 4.85 -0.02
H -1.49 -1.04 0.94
H -2.33 -0.15 -0.35
H -0.80 -0.96 -0.72
H 1.06 -0.29 0.07
H 1.01 0.73 1.52
H 2.50 1.69 -0.13
H 1.17 2.78 0.12
H -0.75 1.28 -1.90
H 0.02 1.96 -3.30
H -1.56 3.57 -2.49
H 0.08 4.21 -2.29
H 0.50 5.14 -0.43
H -0.35 4.72 1.06
H -1.21 5.64 -0.20
C -1.79 -3.96 7.32
O -1.70 -3.32 6.06
C -2.64 -3.80 5.10
C -3.38 -2.67 4.40
O -4.27 -1.91 5.22
C -3.70 -1.10 6.25
C -2.81 0.05 5.79
O -1.59 -0.43 5.23
C -1.23 0.20 4.02
H -1.21 -4.89 7.30
H -1.36 -3.29 8.06
H -2.83 -4.16 7.60
H -3.36 -4.48 5.56
H -2.06 -4.37 4.35
H -4.01 -3.12 3.63
H -2.69 -2.01 3.87
H -3.20 -1.73 6.98
H -4.56 -0.66 6.77
H -2.56 0.67 6.65
H -3.37 0.67 5.07
H -2.10 0.40 3.38
H -0.57 -0.48 3.47
H -0.69 1.13 4.22
C -2.69 -7.47 1.29
O -1.30 -7.37 1.50
C -0.95 -6.71 2.72
C 0.09 -7.50 3.51
O -0.35 -8.74 4.06
C -0.66 -9.79 3.14
C 0.51 -10.33 2.31
O 0.95 -9.37 1.35
C 2.35 -9.22 1.30
H -3.07 -6.55 0.84
H -2.87 -8.30 0.60
H -3.23 -7.68 2.22
H -1.83 -6.53 3.34
H -0.52 -5.74 2.44
H 0.36 -6.89 4.38
H 1.01 -7.63 2.95
H -1.50 -9.51 2.51
H -1.02 -10.62 3.76
H 0.17 -11.21 1.76
H 1.32 -10.63 2.98
H 2.81 -9.28 2.29
H 2.56 -8.23 0.89
H 2.79 -9.97 0.63
C 0.23 10.46 -2.96
O 1.39 9.68 -2.69
C 2.61 10.38 -2.88
C 3.55 10.20 -1.69
O 3.14 10.80 -0.46
C 1.99 10.26 0.18
C 2.12 8.82 0.68
O 2.18 7.90 -0.40
C 3.19 6.92 -0.26
H 0.01 10.44 -4.03
H -0.61 10.01 -2.42
H 0.34 11.49 -2.60
H 2.43 11.45 -3.05
H 3.08 9.97 -3.78
H 4.49 10.70 -1.95
H 3.81 9.16 -1.54
H 1.11 10.38 -0.45
H 1.82 10.89 1.06
H 1.23 8.57 1.27
H 3.00 8.74 1.33
H 4.10 7.33 0.18
H 3.44 6.56 -1.26
H 2.83 6.08 0.34
*
```

Löwdin atomic charge list, values in e, 8 entries: 0.088, -0.317, 0.019, -0.133, -0.354, 1.040, -0.386, -0.338

Formula: C26H51N3O4
Source: the Open Molecules 2025 dataset
Level of theory: ωB97M-V/def2-TZVPD

Highest occupied orbital energy (spin up / spin down) in eV: -8.29 / -9.29
Energy above the lowest of the compared OMol25 structures with the same formula, charge and spin in kcal per mole: 12.5
Gap between HOMO and LUMO (spin up / spin down) in eV: 8.8 / 9.5

The geometry in ORCA input format:
```
! wB97M-V def2-TZVPD RIJCOSX def2/J DEFGRID3
* xyz 0 3
C -3.70 1.99 4.58
C -4.33 0.62 4.68
C -3.48 -0.45 4.01
O -4.34 -1.39 3.43
C -3.78 -2.38 2.60
C -3.26 -1.98 1.23
C -1.78 -1.76 0.94
C -1.88 -1.41 -0.55
C -3.31 -0.95 -0.73
O -3.90 -0.77 -1.74
N -3.91 -0.83 0.60
H -3.60 2.22 3.54
H -2.72 1.99 5.04
H -4.33 2.70 5.08
H -5.27 0.61 4.16
H -4.44 0.33 5.71
H -2.83 -0.92 4.74
H -2.82 0.03 3.29
H -3.03 -2.94 3.13
H -4.59 -3.06 2.42
H -3.48 -2.84 0.60
H -1.39 -0.91 1.49
H -1.11 -2.58 1.14
H -1.11 -0.74 -0.89
H -1.76 -2.36 -1.06
H -3.46 0.00 0.97
C 2.30 3.29 2.14
C 1.59 2.44 3.21
C 1.92 2.99 4.59
C 3.37 2.72 5.01
C 3.70 1.23 4.89
C 3.36 0.62 3.53
N 1.98 1.00 3.11
O 1.10 0.27 3.69
C 4.39 1.04 2.48
C 3.45 -0.90 3.62
C 0.10 2.57 2.94
H 1.74 4.21 1.97
H 3.31 3.59 2.41
H 2.34 2.76 1.19
H 1.25 2.54 5.33
H 1.72 4.06 4.61
H 4.06 3.31 4.41
H 3.51 3.04 6.04
H 4.77 1.07 5.08
H 3.16 0.69 5.68
H 4.07 0.73 1.48
H 5.34 0.57 2.68
H 4.58 2.11 2.45
H 2.85 -1.30 4.43
H 4.49 -1.18 3.80
H 3.13 -1.37 2.69
H -0.15 2.18 1.95
H -0.19 3.62 2.97
H -0.49 2.05 3.68
C 0.26 -1.09 -7.66
C 0.68 -1.95 -6.45
C -0.53 -2.71 -5.90
C -1.53 -1.80 -5.19
C -0.85 -0.97 -4.10
C 0.39 -0.22 -4.58
N 1.29 -1.11 -5.37
O 1.99 -1.84 -4.58
C -0.02 1.01 -5.41
C 1.14 0.32 -3.38
C 1.71 -2.93 -6.97
H 0.18 -1.72 -8.54
H -0.71 -0.61 -7.54
H 1.00 -0.32 -7.87
H -0.19 -3.47 -5.20
H -1.02 -3.23 -6.73
H -2.04 -1.14 -5.90
H -2.32 -2.41 -4.74
H -1.56 -0.26 -3.69
H -0.57 -1.64 -3.29
H 0.86 1.47 -5.87
H -0.48 1.75 -4.76
H -0.74 0.80 -6.19
H 1.36 -0.45 -2.65
H 0.52 1.07 -2.89
H 2.08 0.80 -3.68
H 2.58 -2.40 -7.37
H 1.27 -3.52 -7.78
H 2.06 -3.62 -6.21
*
```

Löwdin atomic charge list, values in e, 8 entries: -0.103, -0.220, -0.238, -0.125, -0.153, -0.323, -0.129, -0.091

Formula: C7H14N2O4S
Source: the Open Molecules 2025 dataset
Level of theory: ωB97M-V/def2-TZVPD

Highest occupied orbital energy in eV: -9.04
Energy above the lowest of the compared OMol25 structures with the same formula, charge and spin in kcal per mole: 132.4
Gap between HOMO and LUMO in eV: 9.5

The geometry in ORCA input format:
```
! wB97M-V def2-TZVPD RIJCOSX def2/J DEFGRID3
* xyz 0 1
C -2.01 -1.31 -0.03
C -0.67 -0.60 -0.49
C -3.14 -0.54 -0.76
C 1.62 0.01 -0.51
C 3.02 -0.53 -0.35
C 1.83 1.32 0.16
C 0.81 2.49 0.20
H -3.30 -1.93 1.73
H -1.92 -0.57 1.66
H -2.11 -2.37 -0.57
H -2.84 -0.50 -1.93
H -4.04 -1.16 -0.55
H -2.58 1.90 -0.12
H 0.68 -1.61 0.79
H 1.31 0.40 -1.52
H 2.83 1.64 -0.01
H 2.44 1.65 2.03
H 0.07 2.01 1.10
H 0.21 2.74 -0.75
H 1.16 3.37 0.91
H 3.67 -2.21 0.49
N -2.20 -1.68 1.43
N 0.42 -0.71 0.13
O -0.66 0.20 -1.53
O 4.01 -0.15 -0.94
O 1.97 0.75 1.63
O 2.90 -1.66 0.29
S -3.60 0.95 0.06
*
```

Löwdin atomic charge list, values in e, 8 entries: -0.436, -0.447, -0.611, -0.157, -0.523, -0.332, -0.044, 0.152

Formula: C2H5O2
Source: the Open Molecules 2025 dataset
Level of theory: ωB97M-V/def2-TZVPD

Highest occupied orbital energy in eV: -2.35
Energy above the lowest of the compared OMol25 structures with the same formula, charge and spin in kcal per mole: 43.6
Gap between HOMO and LUMO in eV: 7.1

The geometry in ORCA input format:
```
! wB97M-V def2-TZVPD RIJCOSX def2/J DEFGRID3
* xyz -1 1
O -0.31 0.37 2.45
H -0.31 1.24 2.12
O 0.46 1.54 -0.84
C 0.67 0.19 -0.95
C -0.38 -0.72 -1.02
H 1.64 -0.19 -1.20
H -1.40 -0.67 -0.49
H -0.23 -1.60 -1.69
H -0.15 -0.16 1.61
*
```

Löwdin atomic charge list, values in e, 8 entries: -0.100, -0.006, -0.319, -0.488, -0.161, 0.043, 0.025, -0.015

Formula: C2H3N2P
Source: the Open Molecules 2025 dataset
Level of theory: ωB97M-V/def2-TZVPD

Highest occupied orbital energy (spin up / spin down) in eV: -8.55 / -8.55
Energy above the lowest of the compared OMol25 structures with the same formula, charge and spin in kcal per mole: 81.2
Gap between HOMO and LUMO (spin up / spin down) in eV: 8.0 / 8.0

The geometry in ORCA input format:
```
! wB97M-V def2-TZVPD RIJCOSX def2/J DEFGRID3
* xyz 0 1
C 0.76 1.49 0.02
C 0.54 -0.67 -0.10
N -1.11 1.42 -0.04
N 1.33 0.39 -0.05
P -1.12 -0.11 0.04
H 1.25 2.43 0.36
H 0.71 -1.76 -0.13
H -1.90 -1.27 -0.51
*
```

Charges per atom according to Löwdin partitioning, unit e: -0.123, -0.397, -0.283, -0.087, 0.728, 0.100, 0.055, 0.008

Formula: C25H32MnN5OP2
Source: the Open Molecules 2025 dataset
Level of theory: ωB97M-V/def2-TZVPD

Highest occupied orbital energy (spin up / spin down) in eV: -10.30 / -9.99
Energy above the lowest of the compared OMol25 structures with the same formula, charge and spin in kcal per mole: 28.1
Gap between HOMO and LUMO (spin up / spin down) in eV: 8.3 / 7.8

The geometry in ORCA input format:
```
! wB97M-V def2-TZVPD RIJCOSX def2/J DEFGRID3
* xyz 1 2
Mn 0.96 -0.20 -0.67
O 4.34 -2.12 0.45
C 3.31 -1.76 -0.11
N 2.82 -0.53 -0.20
C 3.66 0.57 0.19
C 3.06 1.83 -0.39
C 3.73 3.05 -0.30
C 3.15 4.18 -0.83
C 1.91 4.06 -1.45
C 1.31 2.82 -1.50
N 1.86 1.71 -0.97
C 2.46 -2.72 -0.91
C 2.80 -4.05 -1.06
C 2.05 -4.83 -1.92
C 0.99 -4.25 -2.61
C 0.71 -2.92 -2.39
N 1.41 -2.16 -1.55
H 4.67 0.44 -0.22
H 3.81 0.68 1.28
H 4.70 3.09 0.18
H 3.65 5.14 -0.78
H 1.41 4.91 -1.90
H 0.36 2.69 -1.99
H 3.65 -4.43 -0.51
H 2.29 -5.88 -2.07
H 0.40 -4.82 -3.32
H -0.11 -2.43 -2.90
C 1.42 -0.69 2.69
P 0.58 0.45 1.54
C 1.06 2.07 2.23
C -1.18 0.31 2.05
C -1.78 1.14 3.00
C -3.11 0.96 3.34
C -3.85 -0.06 2.76
C -3.26 -0.89 1.82
C -1.93 -0.71 1.45
P -1.08 -1.71 0.18
C -2.46 -2.13 -0.95
C -0.86 -3.33 1.00
H 1.13 -0.51 3.73
H 2.50 -0.58 2.59
H 1.17 -1.72 2.43
H 0.95 2.11 3.31
H 0.45 2.86 1.79
H 2.10 2.29 2.00
H -1.22 1.93 3.47
H -3.57 1.61 4.07
H -4.89 -0.21 3.04
H -3.85 -1.68 1.37
H -2.92 -1.23 -1.35
H -3.23 -2.72 -0.45
H -2.08 -2.72 -1.78
H -1.78 -3.69 1.45
H -0.10 -3.26 1.77
H -0.52 -4.06 0.26
C -3.05 2.73 -3.08
N -2.81 1.95 -1.86
C -3.67 2.18 -0.70
C -1.74 1.22 -1.74
N -0.80 0.56 -1.62
H -4.06 2.55 -3.43
H -2.34 2.42 -3.84
H -2.92 3.80 -2.88
H -4.71 1.96 -0.97
H -3.59 3.22 -0.38
H -3.36 1.52 0.11
*
```

Löwdin atomic charge list, values in e, 8 entries: 0.339, 0.054, -0.505, -0.107, -0.162, -0.256, -0.012, -0.039

Formula: C26H23FeN2S
Source: the Open Molecules 2025 dataset
Level of theory: ωB97M-V/def2-TZVPD

Highest occupied orbital energy (spin up / spin down) in eV: -0.81 / -3.39
Gap between HOMO and LUMO (spin up / spin down) in eV: 3.5 / 6.0

The geometry in ORCA input format:
```
! wB97M-V def2-TZVPD RIJCOSX def2/J DEFGRID3
* xyz -1 5
C -2.15 3.66 2.65
C -0.78 3.17 2.55
C -0.53 2.31 3.71
C -1.75 2.28 4.51
C -2.74 3.13 3.86
Fe -2.02 1.67 2.69
C -3.24 0.17 2.85
C -3.66 1.08 1.80
C -2.57 1.21 0.84
C -1.46 0.38 1.25
C -0.17 0.15 0.36
C 0.75 -0.92 1.08
C 2.14 -0.63 1.35
C 3.01 -1.64 1.75
C 2.50 -2.91 2.04
C 1.12 -3.16 2.01
C 0.26 -2.16 1.55
C -1.85 -0.23 2.56
H -2.61 4.37 1.95
H -0.04 3.45 1.80
H 0.42 1.83 3.94
H -1.87 1.74 5.45
H -3.75 3.35 4.21
H -3.87 -0.31 3.60
H -4.68 1.45 1.66
H -2.54 1.90 -0.02
H 0.44 1.13 0.56
H 2.48 0.36 1.09
H 4.08 -1.41 1.72
H 3.23 -3.71 2.21
H 0.77 -4.17 2.24
H -0.80 -2.40 1.48
H -1.28 -0.93 3.19
C 2.82 -1.19 -6.02
C 1.62 -0.74 -5.41
C 1.48 -0.84 -4.02
C 2.48 -1.44 -3.25
C 3.64 -1.95 -3.83
C 3.81 -1.81 -5.22
S 2.06 -1.51 -1.54
C 0.60 -0.74 -1.83
N -0.40 -0.27 -1.04
C -1.41 0.38 -2.01
C -0.84 0.24 -3.41
N 0.41 -0.47 -3.15
H 2.98 -1.08 -7.09
H 0.80 -0.32 -6.02
H 4.38 -2.46 -3.20
H 4.71 -2.19 -5.69
H -2.41 -0.09 -2.02
H -1.47 1.42 -1.71
H -1.46 -0.34 -4.12
H -0.65 1.19 -3.92
*
```

Löwdin atomic charge list, values in e, 8 entries: -0.198, -0.201, -0.199, -0.199, -0.189, 0.219, -0.187, -0.189

Formula: C46H26FeN10O2
Source: the Open Molecules 2025 dataset
Level of theory: ωB97M-V/def2-TZVPD

Highest occupied orbital energy (spin up / spin down) in eV: -2.66 / -5.34
Energy above the lowest of the compared OMol25 structures with the same formula, charge and spin in kcal per mole: 42.9
Gap between HOMO and LUMO (spin up / spin down) in eV: 4.8 / 5.7

The geometry in ORCA input format:
```
! wB97M-V def2-TZVPD RIJCOSX def2/J DEFGRID3
* xyz -1 6
Fe 0.00 -0.40 -0.29
C -2.15 -6.16 -1.46
C -1.21 -6.13 -2.50
C -0.25 -5.13 -2.58
C -0.25 -4.14 -1.60
C 0.54 -2.97 -1.38
N 0.07 -2.32 -0.28
C -0.93 -3.05 0.28
N -1.39 -2.86 1.50
C -1.01 -1.83 2.22
C -1.25 -1.79 3.64
C -1.67 -2.76 4.53
C -1.75 -2.42 5.87
C -1.39 -1.14 6.30
C -0.97 -0.16 5.41
C -0.90 -0.50 4.07
C -0.44 0.20 2.89
N -0.13 1.48 2.93
C 0.43 2.11 1.94
N 0.82 1.49 0.70
C 2.00 2.21 0.27
N 2.93 1.70 -0.48
C 2.91 0.48 -0.98
N 1.93 -0.48 -0.91
C 2.32 -1.54 -1.70
N 1.66 -2.64 -2.01
C 3.63 -1.29 -2.23
C 4.48 -2.02 -3.04
C 5.69 -1.46 -3.39
C 6.07 -0.20 -2.92
C 5.24 0.53 -2.10
C 4.01 -0.01 -1.77
C 1.99 3.47 0.92
C 2.71 4.64 0.71
C 2.43 5.74 1.50
C 1.46 5.68 2.52
C 0.76 4.52 2.77
C 1.00 3.41 1.96
N -0.43 -0.66 1.82
C -1.20 -4.19 -0.55
C -2.15 -5.20 -0.47
H -2.88 -6.96 -1.45
H -1.24 -6.90 -3.25
H 0.47 -5.10 -3.37
H -1.91 -3.76 4.18
H -2.06 -3.15 6.60
H -1.45 -0.91 7.36
H -0.68 0.82 5.75
H 4.19 -3.01 -3.38
H 6.36 -1.99 -4.05
H 7.03 0.20 -3.21
H 5.54 1.50 -1.71
H 3.45 4.68 -0.08
H 2.95 6.67 1.34
H 1.27 6.56 3.11
H 0.02 4.46 3.55
H -2.86 -5.23 0.34
O -0.29 -0.38 -2.19
C 0.17 0.47 -3.04
C 0.46 0.07 -4.36
C 0.89 0.97 -5.31
C 1.07 2.32 -4.98
C 0.83 2.75 -3.71
C 0.38 1.86 -2.70
C 0.17 2.34 -1.42
N -0.19 1.52 -0.32
N -1.45 1.88 0.17
C -2.25 0.85 0.22
O -1.92 -0.31 -0.16
C -3.61 1.07 0.76
C -4.48 -0.01 0.81
C -5.75 0.15 1.33
C -6.15 1.38 1.81
C -5.27 2.46 1.80
C -4.00 2.30 1.27
H 0.34 -0.97 -4.60
H 1.11 0.63 -6.31
H 1.42 3.01 -5.73
H 0.99 3.78 -3.43
H 0.27 3.40 -1.19
H -4.14 -0.96 0.43
H -6.43 -0.69 1.36
H -7.15 1.51 2.22
H -5.58 3.41 2.20
H -3.29 3.12 1.25
*
```

Löwdin atomic charge list, values in e, 8 entries: 0.736, -0.103, -0.102, -0.022, -0.091, -0.269, 0.075, -0.270